Molecular formula: C11H14CeN6O4S
Method: DFT, wB97M-V/def2-TZVPD

Results
LUMO level (spin up / spin down), eV: -8.809 / -8.797
ΔE to the lowest compared entry with this formula, charge and spin, kJ/mol: 0.00
Net charge: +2
DFT total energy, a.u.: -1929.6201
Strongest force on any atom, eV/Å: 7.230

Positions of all 37 atoms, in Å:
Ce1 0.15944 0.91014 -0.44208
C1 3.35406 5.81017 1.17533
C2 1.97408 5.64441 0.55116
N1 1.27307 6.59698 0.02943
N2 0.20496 5.97108 -0.54885
C3 0.18540 4.65038 -0.33230
S1 -0.93361 3.50380 -0.78325
N3 1.36345 4.39829 0.31204
N4 1.76295 3.06835 0.66259
H1 3.71694 6.72903 0.83385
H2 4.00780 4.97373 0.78151
H3 3.31042 5.75322 2.27608
H4 -0.63716 6.44921 -0.78272
H5 1.52548 2.85439 1.63930
H6 2.76705 2.99276 0.57989
O1 -1.65845 0.13391 -1.27210
N5 -2.35801 -0.97335 -1.41621
N6 -1.72078 -2.05035 -0.80707
O2 -0.76441 -1.73210 0.05741
C4 -2.11598 -3.33626 -1.02660
C5 -3.32959 -3.53316 -1.71133
C6 -3.87806 -4.82540 -1.67613
C7 -3.07975 -5.86793 -1.15228
C8 -1.80315 -5.66554 -0.59657
C9 -1.37650 -4.34419 -0.46976
H7 -3.95009 -2.70311 -2.06775
H8 -4.82767 -5.06179 -2.09527
H9 -3.57424 -6.86582 -1.32832
H10 -1.21952 -6.45757 -0.15065
H11 -0.37841 -4.03083 -0.10536
C10 2.09634 -2.67673 1.39772
O3 1.72477 -1.29250 1.81897
C11 1.11068 -0.47901 1.00130
O4 0.62939 0.55313 1.64843
H12 1.47714 -3.33369 2.02944
H13 3.13503 -2.85953 1.60227
H14 1.82694 -2.90412 0.36787

Now the Mulliken charges, all in e: number 1, Ce, carries 1.461; number 2, C, carries -1.077; number 3, C, carries 0.726; number 4, N, carries -0.594; number 5, N, carries 0.184; number 6, C, carries 0.380; number 7, S, carries -0.439; number 8, N, carries 0.391; number 9, N, carries -0.808; number 10, H, carries 0.360; number 11, H, carries 0.321; number 12, H, carries 0.296; number 13, H, carries 0.250; number 14, H, carries 0.341; number 15, H, carries 0.266; number 16, O, carries -0.430; number 17, N, carries -0.380; number 18, N, carries 0.772; number 19, O, carries -0.649; number 20, C, carries 0.549; number 21, C, carries -0.309; number 22, C, carries -0.599; number 23, C, carries -0.276; number 24, C, carries -0.694; number 25, C, carries 0.040; number 26, H, carries 0.433; number 27, H, carries 0.433; number 28, H, carries 0.310; number 29, H, carries 0.408; number 30, H, carries 0.176; number 31, C, carries -0.591; number 32, O, carries -0.288; number 33, C, carries 0.584; number 34, O, carries -0.483; number 35, H, carries 0.292; number 36, H, carries 0.345; number 37, H, carries 0.300